Entry 1:
{"formula": "C20H21N2O5S", "method": "ωB97M-V with the def2-TZVPD basis set", "symbols": ["C", "C", "O", "C", "C", "C", "N", "O", "H", "H", "H", "H", "H", "H", "C", "O", "C", "C", "C", "C", "C", "N", "S", "C", "C", "C", "C", "C", "C", "C", "O", "O", "C", "C", "H", "H", "H", "H", "H", "H", "H", "H", "H", "H", "H", "H", "H", "H", "H"], "positions_angstrom": [[-3.756960, 0.133603, -3.648693], [-2.329336, 0.452701, -3.944926], [-1.533228, 0.386198, -2.734185], [-0.233211, 0.677840, -3.021315], [0.924508, 0.041034, -2.196076], [2.016985, 0.033236, -3.162865], [2.987156, 0.012119, -3.849361], [0.001711, 1.341376, -4.051614], [-4.369029, 0.317873, -4.525982], [-3.899653, -0.910881, -3.399244], [-4.169725, 0.733405, -2.839692], [-1.908613, -0.281110, -4.646410], [-2.252650, 1.442622, -4.388961], [0.753084, -1.081193, -1.843762], [4.635815, -4.676461, 1.384719], [5.133158, -3.569098, 0.591307], [4.291861, -2.506591, 0.396712], [4.720599, -1.499706, -0.510052], [3.871956, -0.472192, -0.832684], [2.599099, -0.332023, -0.243577], [1.578609, 0.704460, -0.665742], [0.514719, 0.793240, 0.164135], [-0.189063, 2.281243, 0.286206], [-1.427723, 1.922683, 1.502123], [-2.593688, 1.254459, 1.113954], [-3.628979, 1.110131, 2.045016], [-3.510669, 1.578031, 3.358626], [-4.642645, 1.454949, 4.308032], [-2.302036, 2.175516, 3.735526], [-1.247119, 2.334316, 2.829812], [0.760034, 3.165697, 0.917897], [-0.867308, 2.694769, -0.928460], [2.109390, -1.410612, 0.514238], [2.969859, -2.425000, 0.939651], [5.393956, -5.449651, 1.251804], [4.573580, -4.406733, 2.450225], [3.656757, -5.036227, 1.026329], [5.783642, -1.551444, -0.860594], [4.211785, 0.283224, -1.563607], [2.134615, 1.713630, -0.907345], [-2.670048, 0.868173, 0.093961], [-4.554257, 0.633708, 1.722389], [-4.357863, 1.850322, 5.270265], [-5.491487, 2.015139, 3.938582], [-4.956450, 0.426259, 4.428640], [-2.177949, 2.541064, 4.757680], [-0.293691, 2.776967, 3.131139], [1.061680, -1.399036, 0.873919], [2.678837, -3.142028, 1.732255]], "forces_ev_per_angstrom": [[-0.52, -0.26, 0.37], [0.18, 0.17, 0.01], [0.82, -0.59, -0.13], [0.17, 1.48, -1.90], [0.30, -1.31, 0.14], [3.65, -0.44, -2.22], [-3.43, 0.09, 2.31], [0.03, -1.52, 2.61], [-0.01, 0.12, -0.26], [0.04, -0.27, 0.22], [0.13, 0.12, 0.08], [-0.07, 0.28, 0.03], [0.15, -0.03, 0.08], [-0.12, 2.48, -0.85], [0.42, 0.69, -0.48], [-0.39, -0.50, 0.78], [-1.46, 0.72, -0.42], [1.03, -1.40, 0.95], [-0.21, 1.49, 0.04], [-0.77, -1.65, -0.95], [0.82, 1.51, -2.12], [-2.39, 1.76, 1.58], [1.79, -3.42, -0.11], [-0.33, -0.15, 0.47], [-0.05, 0.31, 0.47], [0.33, -0.08, -0.39], [0.98, 0.13, -0.78], [-0.11, 0.05, 0.06], [0.14, -0.06, -0.09], [-0.37, -0.10, -0.42], [-0.10, 1.26, -0.06], [0.04, 0.42, 0.24], [0.35, 0.52, 0.93], [1.32, -0.62, -0.18], [-0.17, 0.01, 0.09], [-0.06, -0.02, -0.29], [0.36, 0.20, 0.06], [-1.25, 0.03, 0.05], [-0.22, -0.40, 0.61], [-0.94, -1.72, 0.01], [-0.05, 0.25, 0.32], [0.11, 0.01, 0.13], [-0.04, 0.10, 0.41], [-0.34, 0.17, 0.00], [-0.08, -0.30, 0.07], [-0.05, -0.15, -0.22], [-0.42, -0.05, -0.20], [0.84, 0.23, -0.21], [-0.08, 0.42, -0.85]], "mol_weight_g_mol": 401.5, "total_energy_ev": -45132.7332, "homo_ev": -4.3, "gap_ev": 7.05, "lumo_ha": 0.0998, "total_charge": -1}

Entry 2:
{"formula": "C4H15N3O", "method": "ωB97M-V with the def2-TZVPD basis set", "symbols": ["C", "N", "C", "N", "C", "C", "N", "H", "H", "H", "H", "H", "H", "H", "H", "H", "H", "H", "H", "H", "H", "H", "O"], "positions_angstrom": [[1.114154, 0.049661, 0.905272], [1.724293, 1.146257, 0.193265], [2.095968, 0.846843, -1.194955], [1.152361, 1.451824, -2.153264], [-0.109581, 0.434202, 1.792165], [-1.099938, 1.305106, 1.005547], [-0.615155, -0.825940, 2.346152], [1.722976, -0.394542, 1.713295], [0.831309, -0.776226, 0.253985], [2.384775, 1.733946, 0.649065], [2.075546, -0.209592, -1.453007], [3.087930, 1.228813, -1.421305], [0.283454, 0.921311, -2.170569], [0.866971, 2.379126, -1.872636], [0.321295, 1.038145, 2.589738], [-2.128450, 1.229375, 1.368555], [-0.860494, 2.355596, 1.167946], [-1.123660, 1.082924, -0.062269], [-1.019604, -0.737601, 3.277202], [-1.395803, -1.141113, 1.782916], [-2.512716, -4.215038, -3.358048], [-3.468734, -4.268575, -2.235636], [-3.326897, -4.634503, -3.123412]], "forces_ev_per_angstrom": [[-0.13, 0.13, 2.19], [-0.27, -1.17, -1.42], [-1.09, 1.23, -0.20], [-0.08, -0.45, -0.37], [0.19, 0.17, -0.98], [-0.47, 0.17, 0.57], [-0.51, 0.08, 0.20], [0.56, -0.12, -0.70], [-0.03, 0.21, -0.31], [0.40, -0.10, 0.63], [0.20, -0.21, 0.45], [0.12, 0.09, 0.09], [0.24, -0.04, 0.01], [0.29, 0.18, 0.20], [-0.22, -0.04, 0.29], [0.03, -0.31, 0.16], [0.20, 0.04, -0.43], [0.18, 0.03, 0.02], [0.30, 0.28, -0.18], [0.08, -0.16, -0.20], [0.87, 0.28, -0.58], [-0.25, -0.32, -0.29], [-0.63, 0.04, 0.86]], "mol_weight_g_mol": 121.2, "total_energy_ev": -10908.3654, "homo_ev": -8.5, "gap_ev": 9.04, "e_above_lowest_ev": 1.174, "lumo_ha": 0.0185}

Entry 3:
{"formula": "C5H15N2", "method": "ωB97M-V with the def2-TZVPD basis set", "symbols": ["C", "N", "C", "C", "C", "N", "C", "H", "H", "H", "H", "H", "H", "H", "H", "H", "H", "H", "H", "H", "H", "H"], "positions_angstrom": [[-0.852220, -0.905728, -0.647813], [0.566210, -0.675868, -0.365672], [1.327928, -0.117309, -1.505647], [2.786000, 0.112168, -1.120662], [-1.636181, 0.310932, -0.089438], [-0.888326, 0.816375, 1.079724], [-1.369124, 0.395329, 2.426443], [-1.097468, -0.943941, -1.702265], [-1.159169, -1.818761, -0.135130], [1.019501, -1.554069, -0.145318], [1.230717, -0.789461, -2.358173], [0.837553, 0.810539, -1.804372], [3.200805, 0.931892, -1.697252], [3.396462, -0.771472, -1.317296], [2.850108, 0.350487, -0.057591], [-2.648286, 0.016316, 0.195129], [-1.772796, 1.075628, -0.839827], [-0.791851, 1.826631, 1.042621], [0.068053, 0.421250, 0.893365], [-1.941121, -0.509823, 2.327613], [-1.973818, 1.188453, 2.877552], [-0.511586, 0.231126, 3.063519]], "forces_ev_per_angstrom": [[0.12, 0.51, 0.61], [0.33, -0.49, -0.58], [-0.19, 0.17, 0.10], [-0.24, -0.18, -0.10], [-0.73, -0.72, -0.15], [-0.18, 0.69, 0.33], [-0.02, 0.57, 0.22], [0.11, -0.43, -0.26], [-0.11, 0.05, -0.20], [-0.12, -0.08, 0.26], [0.12, -0.04, -0.15], [0.06, 0.16, 0.08], [0.12, 0.08, -0.02], [-0.07, 0.04, 0.10], [0.10, 0.10, -0.06], [0.15, 0.04, 0.18], [0.38, 0.39, -0.06], [-0.11, 0.09, 0.05], [0.29, -0.29, -0.21], [-0.18, -0.31, 0.01], [-0.01, -0.26, -0.26], [0.17, -0.11, 0.11]], "mol_weight_g_mol": 103.2, "total_energy_ev": -8402.0279, "homo_ev": -14.0, "gap_ev": 11.06, "e_above_lowest_ev": 0.649, "lumo_ha": -0.1071, "total_charge": 1}

Entry 4:
{"formula": "C3H33N3O11", "method": "ωB97M-V with the def2-TZVPD basis set", "symbols": ["C", "N", "C", "N", "C", "N", "H", "H", "H", "H", "H", "H", "H", "H", "H", "H", "H", "H", "H", "O", "H", "H", "O", "H", "H", "O", "H", "H", "O", "H", "H", "O", "H", "H", "O", "H", "H", "O", "H", "H", "O", "H", "H", "O", "H", "H", "O", "H", "H", "O"], "positions_angstrom": [[1.634463, -1.711493, 2.223132], [1.373653, -0.240086, 2.388566], [2.462099, 0.529608, 3.047044], [3.261931, 1.301099, 2.122268], [1.807879, -2.116431, 0.725307], [0.699870, -1.643932, -0.114675], [0.803917, -2.281085, 2.637372], [2.534078, -1.937000, 2.800727], [0.596139, -0.245555, 2.983631], [3.203804, -0.153840, 3.482008], [1.973259, 0.999459, 3.898151], [3.568381, 0.665944, 1.395452], [2.754471, 2.023759, 1.672718], [2.778969, -1.777950, 0.381435], [1.643655, -3.194457, 0.769245], [0.615429, -0.647703, 0.087194], [-0.164977, -1.956133, 0.318462], [-3.172026, -2.603539, -0.715423], [-4.044682, -1.540386, -1.368969], [-3.689177, -1.813877, -0.514503], [-2.577451, 3.231752, -0.189075], [-2.218763, 4.031315, -1.345221], [-1.943894, 3.923450, -0.425044], [0.021182, -0.629980, -2.864752], [0.007057, 0.532834, -3.655226], [-0.120580, -0.417543, -3.801144], [0.503430, 1.319785, 1.119043], [-0.678172, 2.289159, 0.872170], [-0.031575, 1.722199, 0.442204], [0.760184, 3.521770, -1.619468], [0.825567, 3.886646, -0.278899], [0.916333, 4.350499, -1.128614], [1.645657, 1.555253, -1.347756], [0.281621, 1.035042, -1.240296], [0.974951, 1.178999, -1.930654], [-2.005531, 0.260993, 2.041210], [-2.069932, 1.096114, 3.332681], [-1.461216, 0.696048, 2.704492], [-2.063878, -1.357016, -4.231215], [-1.890609, -1.829988, -2.820686], [-2.581268, -1.668544, -3.474623], [-2.322995, -0.247359, -2.314055], [-2.216971, -0.418689, -0.778192], [-2.020564, 0.183281, -1.503034], [-2.224775, -2.174622, 2.409576], [-3.083031, -1.893788, 1.239930], [-2.145905, -1.839984, 1.508899], [2.145896, -1.929672, -2.505480], [2.204070, -0.666033, -3.384906], [2.730029, -1.398325, -3.051008]], "forces_ev_per_angstrom": [[0.56, 1.17, -0.92], [1.19, -1.07, -0.34], [0.07, -1.50, -0.42], [0.17, -0.20, 0.73], [-1.42, -0.33, 1.54], [0.08, 0.81, 0.23], [-0.13, 0.05, 0.05], [0.04, -0.40, -0.07], [-1.44, 0.66, 0.78], [-0.29, -0.17, 0.16], [0.44, 1.04, -0.28], [0.18, 0.05, -0.01], [-0.61, 0.81, -0.39], [0.04, -0.27, -0.45], [1.02, -0.22, -0.44], [0.19, 0.10, -0.41], [-0.05, -0.46, -0.06], [-0.08, -0.05, -0.02], [-0.14, 0.02, 0.00], [-0.22, -0.35, -0.38], [0.12, -0.02, 0.38], [0.56, 0.41, -0.08], [-0.83, -0.51, -0.18], [0.05, -0.60, -0.05], [-0.03, 0.15, -0.64], [0.10, 0.41, 0.51], [0.25, -0.66, 0.95], [-0.01, -0.08, 0.03], [-0.13, 0.63, -0.60], [0.01, 0.63, -0.78], [-0.04, 0.88, 0.34], [0.05, -1.53, 0.29], [0.37, -0.01, -0.43], [0.03, 0.20, -0.82], [-0.34, 0.10, 0.92], [0.03, -0.30, -0.10], [-0.06, -0.01, -0.01], [-0.02, 0.37, 0.41], [0.05, 0.06, 0.06], [0.12, -0.32, -0.25], [-0.21, -0.22, 0.08], [-0.20, 0.15, 0.04], [-0.16, -0.04, -0.07], [0.48, 0.64, 0.22], [0.59, 0.04, 0.20], [0.47, 0.26, -0.43], [-0.93, -0.27, 0.55], [-0.24, 0.15, 0.11], [-0.25, -0.08, 0.09], [0.56, -0.12, -0.07]], "mol_weight_g_mol": 287.3, "total_energy_ev": -30639.1613, "homo_ev": -9.5, "gap_ev": 9.28, "lumo_ha": -0.0094}

Entry 5:
{"formula": "C14H8INO5", "method": "ωB97M-V with the def2-TZVPD basis set", "symbols": ["O", "O", "O", "O", "I", "O", "C", "C", "C", "C", "C", "C", "C", "C", "C", "C", "C", "C", "C", "C", "N", "H", "H", "H", "H", "H", "H", "H", "H"], "positions_angstrom": [[1.644828, -0.217761, 2.242803], [1.111101, 0.793722, -1.194715], [-2.728992, -5.286382, -2.646804], [-1.421646, -4.879656, -4.401847], [-1.773254, 3.196447, -0.367045], [-0.334764, 0.516592, 0.564867], [1.363474, 0.970195, 2.240836], [0.208761, 0.185932, -0.662550], [2.152255, 1.745559, 3.201386], [2.029500, 3.049705, 3.539872], [1.214922, 4.102324, 2.959981], [0.282449, 3.992838, 1.945427], [-0.196390, 2.765512, 1.222433], [0.283797, 1.442310, 1.343390], [0.046655, -1.461461, -2.676408], [-1.321453, -1.856786, -0.709240], [-0.439135, -2.615452, -3.235853], [-1.822687, -3.012854, -1.309687], [-0.356667, -1.024688, -1.371424], [-1.399749, -3.425748, -2.594389], [-1.875855, -4.608666, -3.263997], [2.851923, 1.194641, 3.823191], [2.650411, 3.340340, 4.386234], [1.366763, 5.120921, 3.313079], [-0.075918, 4.941718, 1.552999], [0.791576, -0.927776, -3.224599], [-1.614967, -1.591337, 0.276717], [-0.079567, -2.861550, -4.203514], [-2.557371, -3.588639, -0.751142]], "forces_ev_per_angstrom": [[-0.48, -0.57, -0.74], [-0.90, -0.14, 1.13], [1.69, 1.17, -1.43], [-1.04, 0.55, 2.55], [1.58, -0.47, 1.67], [0.01, -1.43, -0.77], [0.87, -1.21, 0.52], [1.48, 0.16, -1.48], [-0.89, 1.82, 0.24], [-0.19, 0.16, 0.09], [-0.92, -0.71, -1.25], [0.59, -1.10, -0.06], [0.87, -0.50, 0.13], [-1.08, 4.08, -0.51], [-0.12, 0.94, 2.05], [1.46, 0.60, -1.68], [-0.94, -0.59, 0.36], [-0.26, -0.57, -0.40], [-1.68, -1.87, 0.38], [1.22, 2.39, 0.99], [-1.06, -2.02, -0.78], [-0.20, -0.40, -0.50], [-0.05, 0.22, -0.23], [0.12, -0.28, 0.04], [-0.33, -0.32, 0.14], [0.29, 0.48, -0.11], [-0.35, 0.10, 0.61], [0.12, -0.44, -0.64], [0.17, -0.05, -0.29]], "mol_weight_g_mol": 397.1, "total_energy_ev": -34470.8774, "homo_ev": -9.3, "gap_ev": 7.91, "lumo_ha": -0.0515}